The following is a quantum chemistry calculation of a molecular structure, C18H37MnN2O2P3S in a non-equilibrium geometry, from the OMol25 dataset.

Element x y z (Å)
Mn1 0.3023 -0.8534 -1.8350
S1 0.6442 -2.3095 2.6689
P1 -2.6168 -2.3441 0.2998
P2 -1.1019 3.7279 -0.4067
P3 3.4940 -0.5153 0.2674
O1 1.2785 0.7692 0.4090
O2 -1.5872 0.0620 0.1572
N1 0.0521 -1.2061 5.0254
N2 0.2141 0.2773 3.2920
C1 0.8699 -1.7350 -3.5947
C2 -3.9802 -2.3269 -0.8737
C3 -1.6978 -3.8557 0.0296
C4 0.3028 -1.0178 3.6952
C5 -2.8156 4.0621 -0.9755
C6 -3.1215 -2.0624 1.9845
C7 -1.3044 -0.9936 -0.4436
C8 4.4932 0.5458 -0.7665
C9 3.7493 -0.2713 2.0067
C10 3.5996 -2.2273 -0.2499
C11 1.6294 -0.5546 -3.3613
C12 0.9519 0.6469 -3.0245
C13 -1.1120 4.1563 1.3779
C14 -0.1255 5.0500 -1.2223
C15 -0.4602 0.6632 -2.9472
C16 -0.5452 -1.7180 -3.4954
C17 -1.2236 -0.5228 -3.1217
C18 1.6621 -0.1297 -0.3669
H1 -2.9135 3.6088 -1.9797
H2 4.0596 0.6113 -1.7793
H3 2.7113 -0.5709 -3.4920
H4 -4.6750 -1.4940 -0.6635
H5 0.3650 -0.4819 5.6772
H6 -3.9450 -2.7478 2.2506
H7 4.8272 -0.3041 2.2339
H8 -4.5123 -3.2947 -0.7876
H9 -0.1369 4.8294 -2.3064
H10 1.3803 -2.6668 -3.8583
H11 -1.3798 5.2053 1.5796
H12 -2.3073 -0.5147 -3.0424
H13 -3.5717 -2.2275 -1.8972
H14 -1.8138 3.4784 1.8893
H15 -2.4583 -4.6465 -0.1156
H16 3.6970 -2.2690 -1.3479
H17 2.6702 -2.7331 0.0799
H18 4.5548 1.5624 -0.3372
H19 3.3779 0.6971 2.3691
H20 0.9252 4.9539 -0.8932
H21 -1.0933 -3.7311 -0.8899
H22 3.2640 -1.0556 2.6074
H23 -0.1079 3.9361 1.7758
H24 -2.3003 -2.2554 2.6887
H25 1.5210 1.5593 -2.8468
H26 4.4768 -2.6808 0.2427
H27 -0.9720 1.5968 -2.7038
H28 -1.0485 -4.0621 0.8980
H29 0.3466 0.4547 2.2944
H30 -3.5134 3.5228 -0.3117
H31 5.5096 0.1220 -0.8467
H32 -3.4899 -1.0385 2.1460
H33 -0.4484 0.8716 3.7954
H34 0.1537 -2.1649 5.3156
H35 -3.0690 5.1346 -1.0224
H36 -0.5127 6.0653 -1.0327
H37 -1.1148 -2.6258 -3.6945

As for the spin multiplicity: 4. Its HOMO-LUMO gap (spin up / spin down) is 7.74 / 4.22 eV. The LUMO energy (spin up / spin down) is -11.657 / -15.110 eV. For the HOMO energy (spin up / spin down), the calculation gives -19.395 / -19.330 eV. As for the net charge: +4.

Here are the Löwdin charges for atoms 1 to 2, given in e: number 1, Mn, carries 0.492; number 2, S, carries 0.994

=====

The following is a quantum chemistry calculation of 2 unconnected molecules or ions with the total composition C3H9N4 in a non-equilibrium geometry, from the OMol25 dataset.

Element x y z (Å)
N1 -0.8634 -0.3693 0.8747
N2 -0.3744 -0.7754 -0.3359
N3 1.5417 1.1247 0.3665
N4 -0.9331 -0.1212 -1.3030
C1 -1.7946 0.5875 0.6294
C2 -1.7814 0.7694 -0.7747
C3 0.8287 -1.5408 -0.4578
H1 0.7840 -2.4355 0.0818
H2 0.8318 -1.6470 -1.5385
H3 -2.5117 1.1930 -1.3831
H4 1.8266 0.6297 -0.4198
H5 1.7629 -1.0115 -0.0744
H6 1.4076 2.0393 0.1016
H7 -2.4505 1.1845 1.3598
H8 -0.4497 -0.7014 1.7120
H9 2.1754 1.0740 1.1613

Its HOMO-LUMO gap is 9.88 eV. The LUMO energy is -4.376 eV. For the HOMO energy, the calculation gives -14.255 eV. As for the net charge: +1.

Here are the Löwdin charges for atoms 1 to 2, given in e: number 1, N, carries 0.149; number 2, N, carries -0.192

=====

The following is a quantum chemistry calculation of a single CH5FN2 molecule in a non-equilibrium geometry, from the OMol25 dataset.

Element x y z (Å)
F1 2.1788 0.6827 0.1665
N1 0.1577 -0.6003 0.3624
N2 1.4204 -0.4453 -0.3090
C1 -1.0403 0.1741 -0.0875
H1 -1.0402 0.3924 -1.1453
H2 1.3207 -0.1536 -1.2537
H3 -2.0441 -0.2362 0.3392
H4 0.1502 -0.8704 1.3687
H5 -1.1033 1.0565 0.5586

Its HOMO-LUMO gap is 10.12 eV. The LUMO energy is 1.014 eV. Its SMILES is CNNF. For the HOMO energy, the calculation gives -9.107 eV. As for the net charge: 0.

Here are the Löwdin charges for atoms 1 to 2, given in e: number 1, F, carries -0.159; number 2, N, carries -0.130

=====

The following is a quantum chemistry calculation of a single C3H7NO2 molecule in a non-equilibrium geometry, from the OMol25 dataset.

Element x y z (Å)
O1 1.1366 -1.9477 0.0136
O2 0.1725 -0.7088 1.6248
N1 -0.8122 1.0914 -0.1958
C1 0.4110 -0.9094 0.4664
C2 0.0271 -0.0033 -0.6596
C3 -0.9049 2.2282 -1.0971
H1 -1.8812 2.2689 -1.5727
H2 -0.7541 3.1609 -0.5544
H3 0.9161 0.3841 -1.1843
H4 1.1796 -2.6399 0.6858
H5 -0.5985 1.2926 0.7682
H6 -0.5067 -0.5695 -1.4336
H7 -0.0796 2.1975 -1.8089

Its HOMO-LUMO gap is 9.56 eV. The LUMO energy is 0.754 eV. Its SMILES is CNCC(=O)O. For the HOMO energy, the calculation gives -8.806 eV. As for the net charge: 0.

Here are the Löwdin charges for atoms 1 to 2, given in e: number 1, O, carries 0.104; number 2, O, carries 0.119

=====

The following is a quantum chemistry calculation of a molecular structure, C25H23BeN6O5P, from the OMol25 dataset.

Element x y z (Å)
P1 -2.3523 0.5260 -0.2952
O1 -0.8735 -0.9713 -4.8309
O2 -1.5895 -3.1775 -0.0422
O3 -2.0695 0.5868 -5.7370
O4 -2.1737 0.2529 -3.6075
O5 -1.9001 -1.8894 -1.8368
N1 2.3204 -0.3336 -1.8963
N2 0.1686 -0.1608 -2.1844
N3 4.7275 0.4466 0.0443
N4 4.0565 -0.6849 -0.2771
N5 4.9253 0.4872 1.3038
N6 -1.6745 -0.0474 -4.7921
C1 3.7882 -1.4016 0.8535
C2 -2.8633 -1.1600 0.2101
C3 4.3140 -1.0571 3.1997
C4 1.1711 -1.0162 -2.1014
C5 -0.1573 -0.0798 1.3917
C6 -4.6733 1.9706 -0.5610
C7 3.0974 -3.0136 2.4251
C8 -2.0417 -2.1845 -0.5647
C9 1.0911 -2.4881 -2.2883
C10 3.6370 -0.8829 -1.6381
C11 -0.9190 0.9024 0.7687
C12 -4.8039 2.8120 2.0772
C13 -3.6666 1.6086 0.3321
C14 0.6550 2.5754 1.5226
C15 1.0105 0.2645 2.0653
C16 1.4205 1.5869 2.1290
C17 3.6762 -2.2453 3.4619
C18 3.1375 -2.6151 1.1097
C19 -0.4995 2.2325 0.8423
C20 -3.7348 2.0369 1.6549
C21 2.0266 1.0196 -1.8705
C22 4.3631 -0.6425 1.8642
C23 0.6943 1.1109 -2.0659
C24 -5.8104 3.1611 1.1862
C25 -5.7454 2.7402 -0.1341
Be1 -1.4913 -0.4821 -2.3867
H1 4.7620 -0.4605 3.9821
H2 1.5994 -0.5064 2.5435
H3 0.0659 1.9822 -2.1101
H4 3.6304 -1.9462 -1.8666
H5 -2.8329 -1.3377 1.2839
H6 -4.6117 1.6586 -1.5975
H7 2.7874 1.7590 -1.6966
H8 -0.4523 -1.1221 1.3475
H9 1.5308 -2.7630 -3.2490
H10 -6.6434 3.7654 1.5205
H11 -1.0827 3.0107 0.3609
H12 2.6844 -3.2132 0.3338
H13 -3.8964 -1.2541 -0.1370
H14 0.0514 -2.7990 -2.2793
H15 -2.9526 1.7721 2.3558
H16 2.6038 -3.9426 2.6767
H17 1.6145 -3.0249 -1.4996
H18 4.3627 -0.3799 -2.2739
H19 3.6140 -2.6058 4.4796
H20 0.9650 3.6112 1.5721
H21 2.3327 1.8474 2.6497
H22 -4.8524 3.1436 3.1060
H23 -6.5214 3.0176 -0.8347

Its HOMO-LUMO gap is 8.95 eV. The LUMO energy is -0.022 eV. For the HOMO energy, the calculation gives -8.968 eV. As for the net charge: 0.

Here are the Löwdin charges for atoms 1 to 2, given in e: number 1, P, carries 1.124; number 2, O, carries 0.042

=====

The following is a quantum chemistry calculation of a single C10H18N2O5 molecule in a non-equilibrium geometry, from the OMol25 dataset.

Element x y z (Å)
O1 3.3244 -1.2788 -0.7017
O2 1.7979 -2.6569 -0.0317
O3 -4.3183 1.4424 -0.9571
O4 -2.5531 1.1804 0.4042
O5 -1.4039 -1.5276 -1.7183
N1 -1.9164 -1.1356 1.8512
N2 0.0294 -0.9598 -0.1459
C1 -3.6637 -0.9329 -0.1135
C2 1.0858 -0.5438 -0.8585
C3 0.4602 1.8812 -0.8265
C4 -1.2005 -1.4313 -0.6083
C5 1.5901 0.9614 -0.5865
C6 -3.6939 0.6594 -0.3232
C7 2.2655 1.2577 0.8339
C8 -2.3632 -1.5424 0.4793
C9 2.1774 -1.4700 -0.5397
C10 3.7173 1.5237 0.5271
H1 4.4829 1.6901 1.2836
H2 2.4399 -3.0207 0.5572
H3 2.2768 1.1811 -1.4848
H4 3.8950 2.5133 -0.0764
H5 0.7797 2.8822 -0.9646
H6 4.2063 0.7055 0.0223
H7 -3.8406 -1.4923 -1.0433
H8 1.0517 -0.6685 -2.0073
H9 -0.0389 -1.0896 0.8952
H10 -0.4105 1.7043 -0.2026
H11 -2.5770 -1.6497 2.3515
H12 2.0488 0.4288 1.5306
H13 -2.3198 -0.3029 2.0580
H14 -2.0066 1.9262 0.0874
H15 -4.4969 -1.2920 0.4421
H16 0.1453 1.6950 -1.8416
H17 1.6334 2.0194 1.1561
H18 -2.6046 -2.6574 0.5518

Its HOMO-LUMO gap is 9.81 eV. The LUMO energy is 0.546 eV. Its SMILES is CC[C@H](C)[C@H](NC(=O)[C@@H](N)CC(=O)O)C(=O)O. For the HOMO energy, the calculation gives -9.260 eV. As for the net charge: 0.

Here are the Löwdin charges for atoms 1 to 2, given in e: number 1, O, carries 0.142; number 2, O, carries 0.124

=====

Looking at ΔE to the lowest compared entry with this formula, charge and spin for the records above, in order, we have 32.1; 275.5; 311.0; 95.2; 0.0; 398.2 kJ/mol.